(1)
Below is an isolated ion of composition C4H9N2 and charge +1 in a non-equilibrium geometry, with properties calculated with ωB97M-V with the def2-TZVPD basis set.

Geometry (Å):
C: -1.220 -0.028 0.110
C: -2.558 0.632 0.101
C: 1.490 0.655 -0.508
C: 1.091 -0.609 0.090
N: -1.781 0.069 -1.069
N: -0.225 -0.370 0.783
H: -3.515 0.072 0.440
H: -2.774 1.664 0.328
H: 0.739 1.051 -1.275
H: 1.607 1.468 0.296
H: 2.517 0.515 -0.848
H: 1.797 -0.976 0.948
H: 0.913 -1.317 -0.786
H: -1.551 0.330 -1.991
H: -0.304 -0.551 1.786

For the largest force on an atom, the calculation gives 4.091 eV Å⁻¹. The spin multiplicity is 1. The value obtained for the gap between HOMO and LUMO is 12.13 eV. The SMILES is CC/[NH+]=C1/CN1. As for the charge: +1. The value obtained for the relative energy (zero: lowest compared OMol25 entry of this formula, charge and spin) is 71.8 kcal/mol.

---

(2)
Below is one molecule with the formula C4H5N in a non-equilibrium geometry, with properties calculated with ωB97M-V with the def2-TZVPD basis set.

Geometry (Å):
C: 0.635 -0.951 -0.148
C: 1.229 0.306 0.022
C: 0.173 1.185 -0.137
C: -0.849 -0.812 -0.040
H: 1.199 -2.012 0.148
H: 2.378 0.303 0.064
H: 0.103 2.407 -0.062
H: -2.178 0.746 0.386
H: -1.582 -1.627 -0.147
N: -1.107 0.456 -0.086

For the largest force on an atom, the calculation gives 6.219 eV Å⁻¹. The spin multiplicity is 1. The value obtained for the gap between HOMO and LUMO is 8.52 eV. The SMILES is c1cc[nH]c1. As for the charge: 0. The value obtained for the relative energy (zero: lowest compared OMol25 entry of this formula, charge and spin) is 61.5 kcal/mol.

---

(3)
Below is C21H33B2CaClF6LiN4O9S2 as an isolated structure in a non-equilibrium geometry, with properties calculated with ωB97M-V with the def2-TZVPD basis set.

Geometry (Å):
C: 0.197 7.161 -4.516
C: 1.187 6.818 -3.914
C: 2.440 6.613 -3.178
C: 3.320 5.582 -3.935
C: 2.832 4.120 -3.835
C: 2.349 3.793 -2.470
C: 1.064 3.323 -2.153
N: 0.605 3.058 -0.953
N: 1.441 3.277 0.044
C: 2.679 3.705 -0.154
S: 3.742 3.950 1.260
C: 3.213 3.974 -1.388
H: -0.768 7.451 -4.859
H: 2.999 7.548 -3.117
H: 2.222 6.368 -2.144
H: 4.359 5.705 -3.639
H: 3.265 5.865 -4.988
H: 2.076 3.928 -4.596
H: 3.664 3.440 -4.043
H: 0.364 3.159 -2.965
H: 1.094 3.091 0.980
H: 3.086 4.935 1.918
H: 4.230 4.306 -1.519
Cl: 4.002 6.617 -0.751
Ca: 0.218 9.651 -5.378
N: 0.661 -0.051 -0.083
C: 0.608 -0.519 1.211
C: 0.680 -1.886 1.165
C: 0.790 -2.257 -0.199
C: 0.778 -1.112 -0.946
H: 0.615 0.907 -0.345
H: 0.513 0.162 2.043
H: 0.652 -2.554 2.012
H: 0.857 -3.260 -0.587
H: 0.835 -0.962 -2.011
B: -2.543 -4.356 -0.862
F: -3.216 -3.327 -0.155
F: -3.414 -5.433 -1.046
F: -2.118 -3.856 -2.117
F: -1.412 -4.772 -0.122
O: 7.715 6.536 -0.150
H: 6.757 6.443 -0.155
H: 7.868 7.467 -0.335
B: 0.203 -8.000 3.593
O: 0.157 -6.663 4.302
C: 0.495 -5.715 3.482
O: 0.570 -4.543 3.715
C: 0.815 -6.379 2.079
O: 1.161 -5.762 1.120
O: 0.638 -7.661 2.191
F: -1.046 -8.574 3.583
F: 1.132 -8.814 4.200
C: -0.544 -13.562 5.362
S: -1.311 -12.230 4.427
O: -0.227 -11.544 3.697
C: -1.770 -11.192 5.816
H: -0.158 -14.290 4.652
H: 0.273 -13.156 5.958
H: -1.291 -14.032 6.002
H: -0.875 -10.933 6.381
H: -2.484 -11.727 6.443
H: -2.229 -10.290 5.417
Li: 4.799 5.127 3.396
C: -5.081 8.766 -5.133
N: -3.924 9.537 -5.667
O: -3.541 10.507 -5.040
O: -3.425 9.147 -6.706
H: -5.409 9.235 -4.214
H: -5.862 8.790 -5.888
H: -4.743 7.749 -4.961
C: -2.736 -0.443 1.487
C: -4.087 -0.056 2.031
O: -4.495 -0.459 3.093
C: -4.920 0.876 1.176
H: -2.243 -1.115 2.184
H: -2.850 -0.961 0.531
H: -2.120 0.452 1.357
H: -5.121 0.411 0.210
H: -4.390 1.819 1.023
H: -5.865 1.078 1.676

For the largest force on an atom, the calculation gives 1.988 eV Å⁻¹. The spin multiplicity is 1. The value obtained for the gap between HOMO and LUMO is 0.79 eV. As for the charge: +1.

---

(4)
Below is a 2-piece molecular cluster, C17H23BCl4N2O2 overall in a non-equilibrium geometry, with properties calculated with ωB97M-V with the def2-TZVPD basis set.

Geometry (Å):
Cl: 3.670 1.650 2.584
B: 3.015 0.092 1.851
Cl: 3.672 -0.212 0.122
Cl: 3.430 -1.385 2.927
O: 1.530 0.256 1.741
C: 0.630 -0.634 1.978
C: -0.734 -0.239 2.165
C: -1.712 -1.250 2.305
C: -3.048 -0.913 2.464
C: -3.419 0.440 2.504
Cl: -5.077 0.854 2.647
C: -2.448 1.452 2.426
C: -1.110 1.125 2.265
H: 0.916 -1.663 2.226
H: -1.390 -2.290 2.286
H: -3.810 -1.682 2.543
H: -2.759 2.492 2.481
H: -0.341 1.893 2.219
C: -2.405 -0.755 -3.814
N: -1.759 -1.630 -2.897
C: -1.831 -3.009 -3.194
C: -1.120 -3.901 -2.178
C: -0.099 -3.172 -1.327
N: 1.051 -3.826 -0.965
C: 1.416 -5.053 -1.661
C: 2.667 -5.721 -1.104
O: 3.686 -4.778 -0.757
C: 3.214 -3.893 0.261
C: 2.039 -3.055 -0.231
C: -0.391 -1.894 -0.916
C: -1.562 -1.205 -1.527
H: -2.891 0.065 -3.270
H: -1.679 -0.312 -4.517
H: -3.138 -1.311 -4.418
H: -2.895 -3.321 -3.275
H: -1.415 -3.155 -4.206
H: -1.916 -4.288 -1.521
H: -0.688 -4.743 -2.729
H: 0.594 -5.770 -1.583
H: 1.595 -4.849 -2.734
H: 2.385 -6.336 -0.225
H: 3.113 -6.350 -1.884
H: 2.908 -4.458 1.164
H: 4.041 -3.211 0.499
H: 2.442 -2.214 -0.826
H: 1.572 -2.604 0.655
H: 0.214 -1.326 -0.211
H: -1.401 -0.119 -1.559
H: -2.476 -1.384 -0.905

For the largest force on an atom, the calculation gives 2.705 eV Å⁻¹. The spin multiplicity is 1. The value obtained for the gap between HOMO and LUMO is 5.38 eV. As for the charge: 0. The value obtained for the relative energy (zero: lowest compared OMol25 entry of this formula, charge and spin) is 0.0 kcal/mol.

---

Among the records above, which one has the highest gap between HOMO and LUMO?
C4H9N2